1.
Formula: C4H6O2
Source: the OMol25 dataset
Level of theory: ωB97M-V/def2-TZVPD

Structure (SMILES): CC(=O)C(C)=O
LUMO energy in Ha: -0.005
Orbital gap in eV: 9.45
HOMO level in eV: -9.6
Spin multiplicity: 1
Total charge: 0

```
12
C4H6O2, DFT ωB97M-V/def2-TZVPD
C -1.95262 0.00252 -0.21552
C -0.55321 0.54761 -0.12562
O -0.24697 1.69394 -0.36894
C 0.53362 -0.45103 0.33055
O 0.19396 -1.50643 0.82114
C 1.96418 -0.03685 0.12059
H -2.62031 0.76536 -0.61880
H -1.96263 -0.88748 -0.85240
H -2.29566 -0.32117 0.77263
H 2.62424 -0.73119 0.64308
H 2.18701 -0.06914 -0.95259
H 2.12839 0.99387 0.44589
```



2.
Formula: C47H63IN8NaO4P4S2Se2
Source: the OMol25 dataset
Level of theory: ωB97M-V/def2-TZVPD

LUMO energy in Ha: 0.057
Orbital gap in eV: 6.33
HOMO level in eV: -4.8
Spin multiplicity: 1
Total charge: -1

```
132
C47H63IN8NaO4P4S2Se2, DFT ωB97M-V/def2-TZVPD
Na -0.12229 1.92836 0.31824
Se -3.01158 -4.14702 -0.84562
P -2.51074 -2.93217 -2.49288
C -1.42756 -3.75999 -3.71066
C -1.10663 -3.10010 -4.89420
C -0.33622 -3.72808 -5.85860
C 0.09146 -5.03518 -5.65706
C -0.25045 -5.70448 -4.49154
C -1.00509 -5.06655 -3.51536
C -3.96700 -2.59749 -3.55313
C -4.59764 -3.74653 -4.03588
C -5.69372 -3.64818 -4.87383
C -6.17914 -2.39662 -5.23729
C -5.56141 -1.25519 -4.75430
C -4.45760 -1.34882 -3.91323
C -1.77063 -1.34565 -2.08900
C -0.50107 -0.83240 -1.75885
N -0.70185 0.44767 -1.39167
N -1.99659 0.69883 -1.42620
N -2.65753 -0.35517 -1.84788
P 1.22090 -1.24867 -1.95608
Se 2.53949 -0.39380 -0.52200
C 1.67423 -0.70519 -3.62945
C 0.73011 -0.14254 -4.47946
C 1.10362 0.29832 -5.74224
C 2.41879 0.17520 -6.16263
C 3.37277 -0.36139 -5.30600
C 3.00572 -0.78350 -4.03851
C 1.36575 -3.04496 -1.83549
C 2.28161 -3.76778 -2.59486
C 2.51169 -5.10368 -2.30907
C 1.82851 -5.72072 -1.26820
C 0.90606 -5.00381 -0.52036
C 0.67792 -3.66436 -0.79612
H -1.47460 -2.09655 -5.06632
H -0.07575 -3.20157 -6.76862
H 0.69013 -5.53063 -6.41199
H 0.07934 -6.72394 -4.33384
H -1.27410 -5.56910 -2.59378
H -4.23061 -4.72209 -3.73796
H -6.17392 -4.54742 -5.23911
H -7.04073 -2.31583 -5.88862
H -5.94147 -0.27713 -5.02204
H -3.99288 -0.45687 -3.51546
H -0.28980 -0.01617 -4.14135
H 0.36358 0.74905 -6.39183
H 2.70688 0.51707 -7.14904
H 4.40690 -0.43154 -5.61931
H 3.75290 -1.15206 -3.34549
H 2.80443 -3.29557 -3.41660
H 3.22180 -5.66530 -2.90373
H 2.01025 -6.76544 -1.04632
H 0.35119 -5.48440 0.27495
H -0.03592 -3.10449 -0.20321
N 3.22353 2.83630 -2.06369
C 2.34216 3.73751 -1.58265
O 1.20129 3.45512 -1.28092
C 2.84384 5.15056 -1.34882
I 3.90544 6.01122 -2.99198
H 2.97258 1.85290 -2.00208
H 4.17503 3.08996 -2.26119
H 3.53743 5.16510 -0.51236
H 1.99298 5.78895 -1.14377
N -2.05957 3.58807 2.20029
C -1.58099 4.08275 1.26708
H -2.47850 3.01406 2.96007
C -6.33941 -0.31230 0.87312
C -5.00890 0.37847 0.63940
C -5.08579 1.44583 -0.43185
O -4.59699 1.04018 1.86108
P -3.49849 0.37625 2.82536
S -3.20798 1.69901 4.27574
S -1.92606 -0.22766 1.80018
O -4.36115 -0.87681 3.36765
C -3.89496 -2.07756 4.01309
C -3.54901 -3.13930 2.98396
C -2.76912 -1.82542 5.00304
H -6.64150 -0.83718 -0.03613
H -7.10829 0.42137 1.12843
H -6.26021 -1.03226 1.68618
H -4.24646 -0.35294 0.36131
H -5.76076 2.24382 -0.11056
H -5.46352 1.01273 -1.36058
H -4.09855 1.86191 -0.62248
H -4.77670 -2.40803 4.56983
H -2.61856 -2.90168 2.47099
H -4.33411 -3.21194 2.23037
H -3.45070 -4.10990 3.47865
H -1.87869 -1.47341 4.48104
H -2.52911 -2.75912 5.51758
H -3.05661 -1.07300 5.73722
O 1.35670 2.47846 1.61331
P 2.12469 2.63619 2.87254
N 3.71692 2.15463 2.71202
C 4.12953 0.78807 3.05553
C 5.59917 0.80055 2.66390
C 5.56920 1.54328 1.32531
C 4.41317 2.55250 1.47241
N 1.52393 1.79257 4.13405
C 0.82506 0.50201 3.95979
C 0.39995 0.16141 5.38236
C 1.55599 0.70412 6.22163
C 1.88420 2.03033 5.53612
N 2.19111 4.23306 3.32519
C 3.22902 4.77710 4.21173
C 3.45425 6.22020 3.72516
C 2.88693 6.23085 2.30586
C 1.69857 5.28321 2.42000
H 3.59488 0.03767 2.45799
H 3.95419 0.58116 4.11067
H 6.03307 -0.19672 2.59432
H 6.16196 1.37623 3.40349
H 5.34176 0.84398 0.51847
H 6.51637 2.02875 1.08997
H 3.73890 2.49945 0.61527
H 4.77238 3.58360 1.56447
H 1.49616 -0.26614 3.55611
H -0.02544 0.60212 3.29172
H 0.23023 -0.90640 5.51619
H -0.52889 0.68728 5.61215
H 2.41431 0.02897 6.15367
H 1.31078 0.83766 7.27541
H 2.93724 2.30677 5.64958
H 1.27770 2.84313 5.94889
H 4.13730 4.17474 4.13250
H 2.90694 4.76544 5.25588
H 4.50557 6.50436 3.77133
H 2.89259 6.91869 4.34851
H 3.62410 5.83102 1.60463
H 2.59919 7.22845 1.97214
H 1.36192 4.84737 1.48113
H 0.84328 5.80192 2.86510
```



3.
Formula: C6H11N
Source: the OMol25 dataset
Level of theory: ωB97M-V/def2-TZVPD

LUMO energy (alpha / beta) in Ha: 0.021 / 0.000
Orbital gap (alpha / beta) in eV: 7.83 / 7.07
HOMO level (alpha / beta) in eV: -7.3 / -7.1
Spin multiplicity: 1
Total charge: 0

```
18
C6H11N, DFT ωB97M-V/def2-TZVPD
C 0.69647 1.21522 -2.74550
C 0.85583 0.79927 0.61180
C 1.83074 0.43856 -0.75672
C -0.22164 -0.04982 0.84515
C -1.39671 -0.18029 -0.10195
C -0.21298 -1.18905 1.87791
N 1.58459 0.71345 -1.97535
H -0.24612 1.45148 -2.38469
H 1.03586 1.72523 -3.57620
H 1.72915 0.91046 1.35968
H 0.53563 1.77070 0.47496
H 2.35999 -0.52513 -0.58793
H -2.27935 -0.41917 0.39533
H -1.16194 -0.93160 -0.87687
H -1.47538 0.82661 -0.50345
H -1.19103 -1.55146 1.92269
H 0.31472 -1.00102 2.83001
H 0.38328 -2.11451 1.56025
```



4.
Formula: C8H21NOSSi
Source: the OMol25 dataset
Level of theory: ωB97M-V/def2-TZVPD

LUMO energy in Ha: -0.032
Orbital gap in eV: 8.78
HOMO level in eV: -9.7
Spin multiplicity: 1
Total charge: 0

```
33
C8H21NOSSi, DFT ωB97M-V/def2-TZVPD
C -2.69106 1.21560 -0.15241
C -1.33854 0.19397 -2.05921
C -3.74357 -0.60114 -1.56985
C 1.52001 -0.16538 2.62681
C 4.13387 -0.52072 0.90646
C 2.23649 1.82776 0.28525
C 1.54828 -0.89972 -0.41621
C -2.40657 -0.11115 -0.99034
N -1.76453 -1.00529 -0.18226
O -1.65384 -2.59231 1.82204
Si 2.29925 0.09843 0.90722
S -2.50012 -1.67147 1.09762
H -1.85070 1.71471 0.19708
H -3.23696 1.93482 -0.79059
H -3.47170 0.88286 0.50186
H -1.74473 1.02596 -2.55233
H -1.04854 -0.67343 -2.60181
H -0.48172 0.50928 -1.53679
H -4.10411 0.28352 -2.08375
H -3.42122 -1.44870 -2.19601
H -4.40314 -0.90300 -0.83248
H 0.45039 -0.36135 2.59245
H 1.95907 -0.95280 3.27386
H 1.57658 0.80457 3.07016
H 4.87577 -0.13088 1.59864
H 4.13155 -1.56254 0.98668
H 4.37372 -0.36619 -0.11961
H 2.12553 1.85115 -0.78299
H 1.35559 2.46274 0.55755
H 3.09451 2.43904 0.62144
H 1.90249 -1.86192 -0.81614
H 1.49861 -0.26947 -1.26126
H 0.77930 -1.14695 -0.10108
```



What relative energy (zero: lowest compared OMol25 entry of this formula, charge and spin) values result from the calculations? In sequence: 12.9; 8.4; 115.9; 1.6 kcal/mol.